(1)
Formula: C42H48BN10PbS2
Source: the OMol25 dataset
Level of theory: wB97M-V/def2-TZVPD

Element x y z (Å)
Pb -0.8307 -1.0569 1.0047
C -3.7079 0.7129 -0.8187
C -4.0609 -0.3775 0.1414
C -5.3180 -0.8530 0.4744
C -5.1240 -1.9000 1.3661
C -6.1583 -2.7379 2.0517
N -3.8036 -2.0428 1.5544
N -3.1475 -1.1030 0.8098
B -3.0447 -3.1510 2.3142
N -2.1042 -3.9031 1.3323
N -1.2078 -3.2639 0.5305
C -0.5838 -4.1812 -0.2165
C 0.4599 -3.8111 -1.2206
C -1.0886 -5.4340 0.0999
C -2.0395 -5.2260 1.0852
C -2.8593 -6.2492 1.8065
N -2.1648 -2.5107 3.4219
N -0.9928 -1.8940 3.0947
C -0.2967 -1.6793 4.2342
C 1.0716 -1.0712 4.2525
C -1.0440 -2.1510 5.2961
C -2.2167 -2.6689 4.7530
C -3.3838 -3.2796 5.4631
H -4.6132 1.1426 -1.2396
H -3.1073 0.3250 -1.6421
H -3.1434 1.5120 -0.3312
H -6.2631 -0.4799 0.1077
H -7.1476 -2.3772 1.7848
H -6.0514 -2.6857 3.1354
H -6.0841 -3.7871 1.7640
H -3.8214 -3.9207 2.7895
H 0.4348 -2.7379 -1.4438
H 0.2944 -4.3566 -2.1488
H 1.4575 -4.0759 -0.8602
H -0.7972 -6.3811 -0.3307
H -2.5701 -7.2425 1.4719
H -3.9257 -6.1198 1.6149
H -2.7073 -6.1877 2.8848
H 1.0966 -0.1192 3.7208
H 1.7988 -1.7446 3.7895
H 1.3866 -0.8981 5.2779
H -0.7662 -2.1437 6.3404
H -3.2703 -3.1431 6.5358
H -3.4618 -4.3510 5.2594
H -4.3192 -2.8157 5.1459
N 1.6824 -0.9696 0.2630
C 2.5109 -0.0275 0.9479
C 3.8704 -0.1673 0.9962
C 4.6742 0.7920 1.6443
C 4.1009 1.8707 2.2540
C 2.6911 2.0004 2.2922
C 2.0368 3.0322 3.0087
C 0.6724 3.0769 3.0517
C -0.0512 2.0715 2.3928
N 0.5296 1.1074 1.7043
C 1.8852 1.0476 1.6346
H 2.1361 -1.8749 0.1677
H 1.4184 -0.6439 -0.6695
H 4.3389 -1.0218 0.5158
H 5.7501 0.6718 1.6421
H 4.7112 2.6365 2.7209
H 2.6328 3.7650 3.5403
H 0.1437 3.8425 3.6055
H -1.1375 2.0512 2.4507
S -0.6501 2.7533 -1.2068
C 0.7067 2.6835 -2.1871
N 1.6750 3.5484 -2.2548
C 2.7834 3.2961 -3.1986
C 2.2685 2.5951 -4.4250
N 1.4983 1.3861 -4.0595
C 1.5826 0.1908 -4.9349
C 2.6773 -0.7451 -4.4711
C 4.0220 -0.4165 -4.6377
C 5.0160 -1.2827 -4.2056
C 4.6740 -2.4996 -3.6258
C 3.3366 -2.8450 -3.4842
C 2.3400 -1.9656 -3.8958
C 0.7377 1.4321 -3.0085
S -0.3341 0.2463 -2.4443
C 1.7084 4.7303 -1.3567
C 0.4996 5.6201 -1.5270
C -0.2825 5.9504 -0.4287
C -1.3245 6.8603 -0.5605
C -1.5862 7.4385 -1.7935
C -0.8280 7.0838 -2.9034
C 0.2126 6.1800 -2.7702
H 3.5541 2.7077 -2.6978
H 3.2173 4.2476 -3.4909
H 3.1047 2.3036 -5.0484
H 1.6255 3.2546 -5.0088
H 1.7651 0.5434 -5.9483
H 0.6220 -0.3146 -4.9112
H 4.3102 0.5032 -5.1378
H 6.0582 -1.0184 -4.3426
H 5.4509 -3.1877 -3.3108
H 3.0682 -3.8136 -3.0775
H 1.2958 -2.2465 -3.8051
H 2.6215 5.2747 -1.5845
H 1.7665 4.3740 -0.3257
H -0.0581 5.5160 0.5431
H -1.9173 7.1343 0.3043
H -2.3692 8.1791 -1.8912
H -1.0360 7.5327 -3.8672
H 0.8175 5.9289 -3.6399

Forces on the atoms, in the same order (eV/Å):
-0.3 -0.3 0.3
0.1 -0.1 0.2
0.0 0.0 0.0
-0.2 0.1 -0.1
-0.2 -0.1 0.1
0.2 0.0 -0.1
0.0 0.0 -0.1
0.2 0.2 0.0
0.0 0.0 0.0
-0.1 -0.1 0.1
0.2 0.1 -0.2
0.0 0.0 -0.1
0.0 0.0 0.2
0.2 -0.1 -0.1
-0.1 -0.1 0.2
0.0 0.2 -0.1
0.0 0.0 0.1
0.5 0.3 0.0
0.0 0.2 -0.1
-0.2 -0.1 -0.1
0.0 -0.1 0.2
-0.2 0.0 0.1
0.1 -0.1 -0.2
0.0 0.0 0.0
0.0 0.0 0.0
-0.1 0.0 0.0
0.1 -0.1 0.0
0.0 0.0 0.0
0.0 0.0 0.0
0.0 0.0 0.0
0.1 0.1 0.0
0.0 -0.1 0.0
0.0 0.0 0.0
0.0 0.0 0.0
-0.1 0.1 0.1
0.0 0.0 0.0
0.1 0.0 0.0
0.0 0.0 0.0
0.0 -0.1 0.1
0.0 0.0 0.0
0.0 0.0 0.0
0.0 0.0 -0.1
0.0 0.0 0.0
0.0 0.1 0.0
0.1 0.0 0.0
-0.2 -0.3 -0.2
0.0 0.0 0.1
0.0 -0.1 -0.1
0.1 0.1 0.0
0.0 0.1 0.0
0.0 0.1 0.1
0.1 0.0 -0.1
-0.1 0.1 0.0
0.0 -0.2 -0.1
-0.4 0.1 0.0
0.0 0.0 -0.1
0.0 0.1 0.0
0.1 0.0 0.0
0.0 0.1 0.0
-0.1 0.0 0.0
0.0 -0.1 0.0
0.0 0.0 0.0
0.0 0.0 0.0
0.1 0.0 0.0
-0.1 -0.1 0.0
-0.1 -0.2 0.0
0.2 0.2 -0.1
-0.1 0.0 0.2
-0.1 -0.1 0.0
0.1 0.1 -0.2
0.3 -0.1 0.1
0.0 0.0 0.0
0.0 0.0 0.0
0.0 0.0 0.0
0.0 0.0 0.0
0.0 0.0 0.0
0.0 0.0 0.1
-0.1 0.0 0.1
0.2 0.2 0.1
-0.2 0.0 -0.1
0.1 0.0 -0.1
0.0 0.0 0.2
0.0 0.0 0.1
0.0 0.0 0.1
0.0 0.0 -0.1
0.0 0.0 -0.1
0.0 0.0 0.1
0.0 0.1 0.0
0.0 -0.1 -0.1
-0.1 0.0 -0.1
0.0 0.1 0.0
-0.1 0.0 0.0
0.0 -0.1 0.0
-0.1 0.0 0.0
-0.1 0.1 0.0
0.0 0.1 0.0
0.0 0.0 0.0
0.1 -0.1 0.0
0.0 -0.1 0.0
0.0 0.1 -0.1
0.0 0.0 -0.1
0.0 -0.1 0.0
0.0 0.0 0.1
0.0 0.1 0.1

Summary:
relative energy (zero: lowest compared OMol25 entry of this formula, charge and spin) = 1.251 eV
total charge = +3
calculated total energy = -3190.1237 Ha
2S+1 = 1
E_HOMO (alpha / beta) = -15.670 / -15.721 eV


(2)
Formula: C2H25BeO18
Source: the OMol25 dataset
Level of theory: wB97M-V/def2-TZVPD

Element x y z (Å)
Be -1.7529 -1.6269 1.0508
C -0.1869 0.2014 -0.2431
O 0.2127 0.3297 -1.4053
O 0.2599 1.0276 0.6835
O -0.9350 -0.6732 0.1307
H 0.8520 1.5543 0.1575
C -3.4027 -1.0015 2.0652
O -3.3740 -1.4353 0.7311
O -4.2915 -0.0782 2.0592
O -2.2126 -0.9256 2.3374
O -1.3193 -3.1961 1.0851
H -1.0438 -3.4301 0.2020
H -0.5193 -3.1571 1.6198
O -0.1996 -3.3563 -1.3124
H -0.2203 -2.5783 -1.8905
H 0.6070 -3.5890 -0.9887
O -2.7074 -1.9875 -1.8795
H -2.7440 -1.0280 -1.9878
H -3.6158 -2.3071 -1.8528
O 2.8120 0.1969 2.8731
H 2.0881 -0.3275 2.5844
H 3.4053 0.2283 2.1567
O 0.5629 -1.5206 -3.1995
H 0.5440 -0.9655 -2.4307
H -0.1826 -1.2784 -3.7122
O 2.1482 -1.5979 -0.4279
H 2.9970 -2.0616 -0.4516
H 2.3984 -0.6730 -0.5971
O 0.0858 4.1078 -0.8756
H 0.5743 3.5048 -0.2624
H -0.1575 3.6776 -1.6804
O 1.1597 3.9512 1.8223
H 0.2668 3.7520 2.1401
H 1.6102 3.2507 2.2921
O 2.4662 2.2982 -0.5127
H 3.0588 2.8487 -0.0758
H 2.9995 1.7231 -1.0526
O 0.3907 2.2303 -3.1011
H -0.3954 2.2177 -3.5838
H 0.2240 1.6028 -2.3406
O 0.9440 -1.9876 1.9072
H 1.6151 -2.5660 2.3571
H 1.2385 -1.8916 0.9707
O -2.1758 2.4508 1.2583
H -1.5783 1.7245 1.2253
H -2.5061 2.3614 2.1544

Forces on the atoms, in the same order (eV/Å):
-2.7 0.5 -1.1
-0.2 -0.5 0.3
0.8 0.5 -1.0
0.2 0.4 0.7
-0.8 -1.8 0.0
1.1 1.3 0.1
-5.3 6.1 -9.7
0.3 -3.9 0.2
0.1 -1.7 4.7
5.5 -0.3 6.7
-0.4 -0.1 1.5
0.3 -0.2 -1.7
0.4 -0.1 0.2
-4.2 -0.3 -0.6
0.6 -0.2 -0.1
3.7 -0.3 0.7
0.4 -0.1 -1.0
-0.3 -0.3 0.5
0.1 0.3 0.4
0.3 0.8 1.8
-1.4 -0.8 -0.5
1.1 0.1 -1.3
1.3 -1.7 -0.6
-0.2 1.3 0.8
-1.1 0.5 -0.7
1.0 0.3 -0.3
-0.2 -0.1 0.0
-0.5 -0.2 -0.1
0.5 0.6 1.8
-0.8 0.9 -1.2
0.3 -0.9 -0.7
-0.3 -0.3 0.4
-0.4 0.4 -0.5
0.7 -0.3 0.1
-1.5 -1.6 -0.8
1.5 1.8 1.3
0.1 -0.2 -0.6
1.5 0.0 1.5
-1.9 0.0 -1.3
0.4 0.4 -0.8
1.1 -1.0 0.8
-0.9 0.9 -0.7
0.0 0.0 0.5
-0.3 1.1 0.4
0.8 -1.0 -0.3
-0.6 -0.1 0.1

Summary:
relative energy (zero: lowest compared OMol25 entry of this formula, charge and spin) = 1.990 eV
total charge = -1
calculated total energy = -1460.4736 Ha
2S+1 = 1
E_HOMO = -3.889 eV


(3)
Formula: CH6N2
Source: the OMol25 dataset
Level of theory: wB97M-V/def2-TZVPD

Element x y z (Å)
N -1.1227 -1.9258 -1.4001
H -0.6266 -2.5911 -1.9703
H -0.7529 -1.0121 -1.6097
H -1.1503 -2.1359 -0.4168
C 0.8384 1.9009 1.2455
N 0.7438 1.0755 0.3109
H 1.1971 2.9143 1.0415
H 0.6006 1.5963 2.2757
H 0.2726 0.1779 0.5235

Forces on the atoms, in the same order (eV/Å):
-0.2 0.5 -0.4
0.1 -0.3 0.3
-0.1 0.1 0.1
0.2 -0.2 0.0
0.7 0.5 -1.9
-0.8 -0.1 3.4
0.0 0.1 0.2
0.0 -0.2 0.0
0.2 -0.5 -1.6

Summary:
relative energy (zero: lowest compared OMol25 entry of this formula, charge and spin) = 0.941 eV
total charge = +1
calculated total energy = -150.7893 Ha
2S+1 = 2
E_HOMO (alpha / beta) = -13.262 / -13.261 eV


(4)
Formula: C6H10
Source: the OMol25 dataset
Level of theory: wB97M-V/def2-TZVPD

Element x y z (Å)
C -1.1904 0.8465 -0.8020
C -0.1804 0.3840 0.2039
C -0.6037 0.4276 1.6398
C 0.5005 -1.2812 -0.9179
C 1.1453 0.0770 -0.0834
C 2.3929 0.2915 0.2746
H -1.3741 1.9093 -0.5945
H -2.1516 0.3271 -0.6960
H -0.8378 0.7604 -1.8307
H -0.0292 -0.2587 2.2626
H -0.3246 1.4455 1.9599
H -1.6774 0.2931 1.8034
H -0.5304 -1.6410 -0.8244
H 0.6903 -1.0551 -1.9684
H 1.1656 -2.0602 -0.5481
H 3.1123 -0.5136 0.0791

Forces on the atoms, in the same order (eV/Å):
0.1 0.0 -0.1
0.0 0.2 0.0
0.0 -0.1 0.0
0.0 -0.3 -0.1
0.1 0.2 0.2
-0.3 -0.2 -0.1
0.0 -0.1 0.0
0.2 0.1 0.0
0.0 0.0 0.2
-0.1 0.1 -0.1
0.0 -0.1 0.0
0.1 0.0 -0.1
0.2 0.1 0.1
-0.1 0.0 0.2
-0.1 0.1 0.0
-0.2 0.1 -0.1

Summary:
relative energy (zero: lowest compared OMol25 entry of this formula, charge and spin) = 5.182 eV
calculated total energy = -234.4121 Ha
2S+1 = 1
E_HOMO = -7.100 eV